Entry 1:
ORCA calculation (ωB97M-V/def2-TZVPD) on a 2-piece molecular cluster, C4H12 overall at a distorted geometry.

XYZ file:
```
16
Properties=species:S:1:pos:R:3:mulliken_charge:R:1
C 0.86 2.83 -0.28 -1.16
C 0.52 1.42 -0.73 -0.63
H 0.18 3.51 -0.61 0.40
H 0.51 2.94 0.81 0.27
H 1.86 3.07 -0.35 0.34
H 1.28 0.74 -0.23 0.18
H 0.53 1.31 -1.77 0.34
H -0.53 1.11 -0.50 0.25
C -0.05 -1.83 0.04 -0.68
C -1.19 -2.35 0.92 -0.95
H 0.00 -2.58 -0.74 0.31
H -0.36 -1.06 -0.60 0.16
H 0.87 -1.62 0.58 0.29
H -1.42 -1.43 1.52 0.24
H -1.07 -3.38 1.47 0.25
H -2.00 -2.69 0.47 0.37
```

## Properties
- orbital gap (eV) = 12.230
- calculated total energy (eV) = -4340.9176
- SMILES = CC.CC
- total charge = 0
- HOMO level (Ha) = -0.4098

=====

Entry 2:
ORCA calculation (ωB97M-V/def2-TZVPD) on a 2-piece molecular cluster, C4H12 overall at a distorted geometry.

XYZ file:
```
16
Properties=species:S:1:pos:R:3:mulliken_charge:R:1
C 2.83 -0.01 0.75 -0.82
C 1.37 -0.36 0.62 -0.91
H 3.47 -0.86 0.67 0.28
H 3.06 0.61 -0.08 0.26
H 2.99 0.47 1.79 0.23
H 0.66 0.26 1.07 0.37
H 1.10 -1.30 0.81 0.45
H 1.06 -0.08 -0.42 0.14
C -2.25 -0.48 -0.36 -0.79
C -1.90 0.86 -0.98 -0.72
H -2.39 -0.27 0.76 0.22
H -3.18 -0.89 -0.66 0.35
H -1.61 -1.39 -0.70 0.22
H -2.50 1.09 -1.89 0.30
H -0.91 0.73 -1.45 0.18
H -2.07 1.58 -0.13 0.25
```

## Properties
- orbital gap (eV) = 12.287
- calculated total energy (eV) = -4341.1493
- SMILES = CC.CC
- total charge = 0
- HOMO level (Ha) = -0.4104

=====

Entry 3:
ORCA calculation (ωB97M-V/def2-TZVPD) on a 2-piece molecular cluster, C4H12 overall.

XYZ file:
```
16
Properties=species:S:1:pos:R:3:mulliken_charge:R:1
C -0.67 -1.13 1.30 -0.74
C -0.34 -2.48 1.92 -0.91
H -1.03 -1.17 0.27 0.31
H -1.49 -0.64 1.85 0.30
H 0.15 -0.42 1.39 0.20
H 0.57 -2.90 1.49 0.28
H -1.13 -3.21 1.75 0.29
H -0.14 -2.34 2.98 0.27
C 0.64 1.83 -0.87 -0.70
C 0.36 1.77 -2.37 -0.87
H 1.39 2.57 -0.59 0.36
H -0.25 2.15 -0.32 0.26
H 1.00 0.88 -0.46 0.13
H 0.81 0.90 -2.83 0.28
H -0.71 1.64 -2.55 0.26
H 0.73 2.65 -2.89 0.28
```

## Properties
- orbital gap (eV) = 12.784
- calculated total energy (eV) = -4342.3566
- SMILES = CC.CC
- total charge = 0
- HOMO level (Ha) = -0.4274

=====

Entry 4:
ORCA calculation (ωB97M-V/def2-TZVPD) on a 2-piece molecular cluster, C4H12 overall at a distorted geometry.

XYZ file:
```
16
Properties=species:S:1:pos:R:3:lowdin_spin:R:1
C 0.32 -2.11 -1.01 0.20
C -0.76 -2.29 0.00 0.11
H 0.02 -2.23 -2.03 0.00
H 0.89 -1.13 -0.88 0.08
H 1.20 -2.75 -0.81 0.06
H -1.66 -2.62 -0.51 0.00
H -0.94 -1.37 0.58 0.05
H -0.45 -3.03 0.75 0.04
C 0.30 1.73 -0.09 0.14
C 0.08 2.63 1.06 0.13
H 0.43 2.19 -1.09 0.04
H 1.24 1.15 -0.01 0.03
H -0.59 1.09 -0.13 0.02
H 0.42 2.27 2.06 0.04
H 0.73 3.54 1.03 0.05
H -0.95 2.98 1.13 0.01
```

## Properties
- orbital gap (alpha / beta) (eV) = 13.940 / 3.489
- <S²> = 0.753
- calculated total energy (eV) = -4330.6408
- multiplicity = 2
- total charge = +1
- HOMO level (alpha / beta) (Ha) = -0.6164 / -0.5493

=====

Entry 5:
ORCA calculation (ωB97M-V/def2-TZVPD) on a 2-piece molecular cluster, C4H12 overall at a distorted geometry.

XYZ file:
```
16
Properties=species:S:1:pos:R:3:lowdin_spin:R:1
C -1.28 -0.31 1.07 0.24
C -2.73 -0.73 1.17 0.22
H -1.02 0.15 2.01 0.02
H -0.59 -1.14 0.79 0.06
H -1.20 0.32 0.16 0.07
H -2.74 -1.57 1.90 0.09
H -3.41 -0.02 1.67 0.05
H -3.13 -0.91 0.17 0.01
C 1.47 1.01 -1.36 0.08
C 2.53 0.06 -0.84 0.07
H 1.93 1.85 -1.90 0.02
H 0.84 0.50 -2.08 0.00
H 0.90 1.41 -0.51 0.03
H 2.14 -0.93 -0.54 0.02
H 3.10 0.51 -0.04 0.00
H 3.20 -0.21 -1.68 0.03
```

## Properties
- orbital gap (alpha / beta) (eV) = 12.963 / 3.488
- <S²> = 0.753
- calculated total energy (eV) = -4330.7955
- multiplicity = 2
- total charge = +1
- HOMO level (alpha / beta) (Ha) = -0.5893 / -0.5512

=====

Entry 6:
ORCA calculation (ωB97M-V/def2-TZVPD) on a 2-piece molecular cluster, C4H12 overall at a distorted geometry.

XYZ file:
```
16
Properties=species:S:1:pos:R:3:lowdin_spin:R:1
C 1.78 -1.07 1.55 0.07
C 0.39 -0.38 1.76 0.08
H 1.90 -1.60 0.61 0.00
H 2.57 -0.35 1.56 0.01
H 1.93 -1.66 2.37 0.03
H 0.24 -0.02 2.79 0.00
H -0.45 -1.01 1.44 0.00
H 0.30 0.44 1.13 0.04
C -1.65 0.26 -1.39 0.29
C -0.47 1.10 -1.95 0.25
H -1.34 -0.27 -0.45 0.03
H -2.39 1.05 -1.15 0.08
H -2.07 -0.39 -2.10 0.02
H -0.47 2.07 -1.34 0.02
H 0.50 0.53 -1.93 0.04
H -0.77 1.31 -2.91 0.04
```

## Properties
- orbital gap (alpha / beta) (eV) = 13.199 / 3.386
- <S²> = 0.753
- calculated total energy (eV) = -4329.8527
- multiplicity = 2
- total charge = +1
- HOMO level (alpha / beta) (Ha) = -0.6006 / -0.5713

=====

Entry 7:
ORCA calculation (ωB97M-V/def2-TZVPD) on C4H12AlNO2 as an isolated structure at a distorted geometry.

XYZ file:
```
20
Properties=species:S:1:pos:R:3:lowdin_spin:R:1
Al -2.12 1.47 -1.45 0.17
O -4.37 1.92 0.40 -0.95
H -4.38 2.53 1.16 -0.02
C 1.99 -1.73 -0.98 0.09
C 0.66 -0.96 -0.81 0.06
C 0.66 -0.21 0.60 0.09
O -0.49 0.56 0.75 0.61
C -0.78 1.01 2.07 0.13
N 0.51 0.03 -1.94 0.60
H 2.93 -1.19 -0.88 0.00
H 2.11 -2.19 -1.96 0.00
H 2.20 -2.44 -0.19 0.03
H -0.24 -1.55 -0.96 0.00
H 1.43 0.56 0.67 0.04
H 0.79 -1.01 1.32 0.02
H -1.28 0.24 2.67 0.07
H -1.51 1.82 2.08 0.01
H 0.18 1.16 2.55 0.03
H 1.33 0.48 -2.31 0.01
H 0.38 -0.49 -2.80 0.01
```

## Properties
- orbital gap (alpha / beta) (eV) = 9.467 / 5.675
- <S²> = 1.765
- calculated total energy (eV) = -16483.8347
- multiplicity = 2
- total charge = +3
- HOMO level (alpha / beta) (Ha) = -0.8290 / -0.8492

=====

Entry 8:
ORCA calculation (ωB97M-V/def2-TZVPD) on C4H12B2F8O2RbS2 as an isolated structure at a distorted geometry.

XYZ file:
```
31
Properties=species:S:1:pos:R:3:mulliken_charge:R:1
Rb -0.56 -1.59 0.86 1.03
B 2.30 -1.63 2.18 0.29
F 1.67 -2.82 2.37 -0.35
F 3.45 -1.46 2.77 -0.32
F 2.36 -1.42 0.82 -0.24
F 1.50 -0.69 2.76 -0.38
B -2.13 -4.13 -0.22 0.51
F -2.43 -4.00 1.08 -0.33
F -0.79 -4.58 -0.24 -0.38
F -2.95 -5.18 -0.60 -0.40
F -2.26 -2.97 -0.97 -0.36
C -0.48 2.69 0.74 -0.63
S -2.25 2.06 0.59 0.46
O -2.15 0.64 1.11 -0.57
C -2.94 2.88 2.12 -0.99
H -0.46 3.78 0.67 0.45
H 0.22 2.36 -0.02 -0.17
H 0.09 2.60 1.67 0.36
H -2.28 2.63 2.94 0.27
H -3.95 2.52 2.32 0.35
H -3.11 3.92 1.85 0.38
C 1.19 0.09 -3.76 -0.98
S 0.88 0.95 -2.09 0.27
O 0.04 0.01 -1.17 -0.44
C 2.64 0.87 -1.44 -0.81
H 0.22 -0.03 -4.25 0.36
H 1.52 -0.93 -3.60 0.31
H 1.74 0.74 -4.44 0.38
H 2.93 -0.13 -1.12 0.22
H 2.69 1.64 -0.67 0.30
H 3.31 1.17 -2.25 0.41
```

## Properties
- orbital gap (eV) = 9.105
- calculated total energy (eV) = -53870.3653
- total charge = -1
- HOMO level (Ha) = -0.2686